# 1
The following is a quantum chemistry calculation of a single C23H26N4O5S molecule in a non-equilibrium geometry, from the OMol25 dataset.

Element x y z (Å)
C: -3.8220 -4.1637 -0.3934
C: -3.2618 -3.2957 -1.5090
H: -2.3748 -3.7502 -1.9623
H: -4.0127 -3.1280 -2.2885
O: -2.9000 -2.0208 -0.9788
C: -1.6842 -1.5321 -1.2764
O: -0.9286 -2.0777 -2.0493
C: -1.4387 -0.2808 -0.5402
C: -0.5413 0.6603 -0.9567
N: -0.3946 1.8566 -0.3047
C: -1.4818 2.6795 0.0710
C: -1.4063 4.0317 -0.2249
C: -2.4535 4.8896 0.0752
C: -3.5978 4.3930 0.6697
C: -3.6711 3.0515 1.0003
C: -2.6246 2.1792 0.7159
N: -2.7179 0.8991 1.2315
C: -2.1755 -0.1340 0.7363
N: -2.3045 -1.3078 1.4925
C: -1.3322 -2.2476 1.6870
O: -1.5613 -3.3360 2.1627
C: 0.0249 -1.7427 1.3062
C: 0.8234 -2.4145 0.3883
C: 1.9656 -1.8000 -0.0978
C: 2.3073 -0.5451 0.3666
C: 1.5890 0.0752 1.3725
C: 0.4434 -0.5287 1.8499
H: -0.1520 -0.0412 2.6069
H: 1.8947 1.0479 1.7219
S: 3.6169 0.3916 -0.4268
O: 3.2050 1.7694 -0.4162
O: 3.9178 -0.2131 -1.6882
N: 4.9758 0.2573 0.5294
C: 5.5186 -1.0775 0.5768
H: 4.9669 -1.7251 1.2705
H: 5.4606 -1.4861 -0.4286
H: 6.5623 -1.0309 0.8875
C: 4.9177 0.9522 1.7902
H: 4.3679 0.3857 2.5528
H: 4.4264 1.9053 1.6123
H: 5.9321 1.1330 2.1469
H: 2.5615 -2.2534 -0.8733
H: 0.5150 -3.3765 0.0110
H: -3.1910 -1.4544 1.9576
H: -4.5419 2.6495 1.4938
H: -4.4234 5.0496 0.8974
H: -2.3676 5.9395 -0.1594
H: -0.5116 4.4178 -0.6944
H: 0.4038 2.3929 -0.6288
C: 0.3463 0.5069 -2.1547
H: 1.3373 0.9038 -1.9206
C: -0.2489 1.2813 -3.3363
H: 0.4202 1.2147 -4.1891
H: -1.2109 0.8575 -3.6157
H: -0.3926 2.3320 -3.0900
H: 0.4466 -0.5413 -2.4239
H: -4.7145 -3.7055 0.0250
H: -3.0887 -4.2848 0.4005
H: -4.0794 -5.1416 -0.7899

Computed properties:
Calculated total energy = -1885.47336 Eh
Largest force on an atom = 1.121 eV/Å
Spin multiplicity = 1
ΔE to the lowest compared entry with this formula, charge and spin = 61.2 kcal/mol

Results of the Mulliken charge analysis, in e, for atoms 1 through 8: number 1, C, carries -1.05; number 2, C, carries -0.32; number 3, H, carries 0.35; number 4, H, carries 0.29; number 5, O, carries -0.25; number 6, C, carries 0.09; number 7, O, carries -0.70; number 8, C, carries 1.20


# 2
The following is a quantum chemistry calculation of a molecular structure, C3H2NO4S2 in a non-equilibrium geometry, from the OMol25 dataset.

Element x y z (Å)
C: 1.3884 -0.3184 -1.3316
C: -1.2775 -1.1706 0.7116
C: -1.8577 -0.3130 -0.0887
N: 1.4181 -0.5116 -0.1518
O: 1.2537 -0.1241 -2.4598
O: 2.3861 1.5696 0.9862
O: 0.3963 1.7375 -0.4255
O: 0.1597 0.6071 1.7012
S: -0.8461 -2.3950 1.6238
S: 1.0699 1.0135 0.6428
H: -1.5071 0.6287 -0.4784
H: -2.5838 -0.7237 -0.7299

Computed properties:
Calculated total energy = -1267.64560 Eh
Largest force on an atom = 1.889 eV/Å
Spin multiplicity = 1
ΔE to the lowest compared entry with this formula, charge and spin = 28.3 kcal/mol
Total charge = -1

Results of the Mulliken charge analysis, in e, for atoms 1 through 8: number 1, C, carries 0.71; number 2, C, carries 0.15; number 3, C, carries -0.41; number 4, N, carries -0.43; number 5, O, carries -0.47; number 6, O, carries -0.64; number 7, O, carries -0.67; number 8, O, carries -0.60


# 3
The following is a quantum chemistry calculation of a gas-phase ion, C5H9N2 (charge +1) in a non-equilibrium geometry, from the OMol25 dataset.

Element x y z (Å)
C: -0.7644 1.6594 -1.2469
C: -0.8062 1.2531 0.2303
C: -0.0402 0.0295 0.6076
C: 1.2171 -0.2686 1.0349
N: 1.4263 -1.6301 0.8434
C: 0.3856 -2.1599 0.2004
N: -0.4650 -1.1781 -0.0157
H: -1.0120 0.8503 -1.9290
H: 0.2180 2.0226 -1.5516
H: -1.4335 2.5059 -1.3644
H: -1.8396 1.1660 0.5698
H: -0.3576 2.0391 0.8408
H: 2.0537 0.3031 1.3978
H: 2.3098 -2.1128 0.9540
H: 0.5300 -3.1302 -0.2502
H: -1.4221 -1.3491 -0.3211

Computed properties:
Calculated total energy = -305.19784 Eh
Largest force on an atom = 2.594 eV/Å
Spin multiplicity = 1
ΔE to the lowest compared entry with this formula, charge and spin = 20.2 kcal/mol
Total charge = +1

Results of the Mulliken charge analysis, in e, for atoms 1 through 8: number 1, C, carries -1.03; number 2, C, carries -0.63; number 3, C, carries 0.40; number 4, C, carries -0.49; number 5, N, carries -0.03; number 6, C, carries -0.18; number 7, N, carries -0.04; number 8, H, carries 0.34


# 4
The following is a quantum chemistry calculation of a single C4H9NOS molecule in a non-equilibrium geometry, from the OMol25 dataset.

Element x y z (Å)
C: -0.1716 0.4195 -0.1123
C: -0.1468 1.6652 0.6702
C: 0.8920 0.4234 -1.2267
C: 0.2191 -1.9660 0.4902
N: -0.5263 -0.7661 0.6050
O: -3.0562 0.3401 0.4959
S: -1.7106 -0.3951 -0.4792
H: -0.7518 1.8314 1.5553
H: -0.4748 2.4865 0.1434
H: 0.9475 1.8483 1.1144
H: 0.8535 -0.3548 -1.9175
H: 1.9433 0.2873 -0.7892
H: 0.9703 1.2459 -1.7978
H: 0.8124 -2.0554 -0.4308
H: 0.7215 -2.0815 1.4484
H: -0.5217 -2.9288 0.2305

Computed properties:
Calculated total energy = -685.82474 Eh
Largest force on an atom = 7.550 eV/Å
Spin multiplicity = 1
ΔE to the lowest compared entry with this formula, charge and spin = 121.9 kcal/mol

Results of the Mulliken charge analysis, in e, for atoms 1 through 8: number 1, C, carries 1.11; number 2, C, carries -1.50; number 3, C, carries -1.68; number 4, C, carries -0.72; number 5, N, carries -0.03; number 6, O, carries -0.62; number 7, S, carries 0.26; number 8, H, carries 0.40


# 5
The following is a quantum chemistry calculation of a single CH5N3O molecule in a non-equilibrium geometry, from the OMol25 dataset.

Element x y z (Å)
C: -0.5121 0.5736 0.2309
N: 0.7152 -1.0961 -0.8906
N: -0.3050 1.3262 1.2718
O: -1.2234 0.8273 -0.8582
N: 0.3409 -0.4672 0.3225
H: -0.9750 0.1325 -1.5005
H: 0.6843 -2.1024 -0.7644
H: 1.6668 -0.8402 -1.1479
H: -1.0350 1.5289 1.9436
H: 0.6435 0.1174 1.3929

Computed properties:
Calculated total energy = -280.51388 Eh
Largest force on an atom = 1.673 eV/Å
Spin multiplicity = 1
ΔE to the lowest compared entry with this formula, charge and spin = 56.9 kcal/mol

Results of the Mulliken charge analysis, in e, for atoms 1 through 8: number 1, C, carries 0.29; number 2, N, carries -0.55; number 3, N, carries -0.63; number 4, O, carries -0.46; number 5, N, carries -0.15; number 6, H, carries 0.43; number 7, H, carries 0.23; number 8, H, carries 0.21


# 6
The following is a quantum chemistry calculation of a single C3H5NO2 molecule in a non-equilibrium geometry, from the OMol25 dataset.

Element x y z (Å)
C: -1.8698 0.2813 -0.3347
C: -0.6289 -0.5847 -0.2739
O: -0.5702 -1.7492 -0.5498
O: 0.4601 0.1523 0.1408
C: 1.7065 -0.3523 0.5029
N: 2.6311 0.4531 0.8092
H: -2.1356 0.6349 0.6668
H: -1.6982 1.1626 -0.9593
H: -2.7014 -0.2992 -0.7417
H: 2.4161 -1.1049 0.1620
H: 2.3903 1.4061 0.5779

Computed properties:
Calculated total energy = -322.49438 Eh
Largest force on an atom = 3.293 eV/Å
Spin multiplicity = 1
ΔE to the lowest compared entry with this formula, charge and spin = 50.2 kcal/mol

Results of the Mulliken charge analysis, in e, for atoms 1 through 8: number 1, C, carries -0.96; number 2, C, carries 0.68; number 3, O, carries -0.50; number 4, O, carries -0.28; number 5, C, carries 0.19; number 6, N, carries -0.58; number 7, H, carries 0.29; number 8, H, carries 0.30